#a
C2H8S2 | ωB97M-V with the def2-TZVPD basis set

SMILES ... CSS.C
LUMO level ... 0.0223 Ha
HOMO energy ... -0.3356 Ha

```
! RIJCOSX wB97M-V def2-TZVPD def2/J DEFGRID3
* xyz 0 1
C 2.92 -0.49 -1.12
S 1.10 -0.63 -1.11
S 0.81 0.81 -2.51
H 3.36 -0.16 -2.10
H 3.25 0.28 -0.42
H 3.32 -1.44 -0.80
H 0.66 0.00 -3.47
C -3.08 0.36 2.31
H -2.20 0.96 2.46
H -4.07 0.86 2.46
H -2.99 -0.02 1.27
H -3.09 -0.53 3.02
*
```

#b
C2H8S2 | ωB97M-V with the def2-TZVPD basis set

SMILES ... CSC.S
LUMO level ... 0.0315 Ha
HOMO energy ... -0.3074 Ha

```
! RIJCOSX wB97M-V def2-TZVPD def2/J DEFGRID3
* xyz 0 1
C 0.42 -1.17 -1.32
S 0.67 -0.68 0.41
C -1.03 -0.79 1.04
H 1.27 -0.73 -1.84
H 0.40 -2.25 -1.40
H -0.43 -0.64 -1.76
H -0.97 -1.07 2.09
H -1.60 -1.48 0.43
H -1.46 0.21 1.10
S 1.28 2.69 0.88
H 0.13 2.22 0.38
H 1.31 3.69 -0.01
*
```

Which is the most stable structure? #a is the most stable.

#a
C2H4FNO3 | ωB97M-V with the def2-TZVPD basis set

SMILES ... O/C=C/F.O=NO
LUMO level ... 0.0081 Ha
HOMO energy ... -0.3483 Ha

```
! RIJCOSX wB97M-V def2-TZVPD def2/J DEFGRID3
* xyz 0 1
O -1.73 -1.34 0.72
C -1.46 -0.21 -0.05
C -0.69 0.84 0.42
F -0.24 1.71 -0.51
H -2.70 -1.29 0.81
H -1.95 -0.08 -0.97
H -0.16 0.88 1.43
O 2.85 -0.36 0.93
N 2.20 0.14 0.03
O 2.17 -0.44 -1.19
H 1.72 0.17 -1.63
*
```

#b
C2H4FNO3 | ωB97M-V with the def2-TZVPD basis set

SMILES ... CC(=O)F.O=NO
LUMO level ... 0.0194 Ha
HOMO energy ... -0.3618 Ha

```
! RIJCOSX wB97M-V def2-TZVPD def2/J DEFGRID3
* xyz 0 1
C -1.27 1.07 1.55
C -0.95 0.18 0.43
O 0.09 -0.34 0.19
F -2.14 -0.07 -0.20
H -0.87 2.06 1.31
H -2.28 1.08 1.67
H -0.72 0.96 2.52
O 2.46 -2.01 -3.12
N 1.86 -1.24 -2.48
O 2.23 -1.17 -1.12
H 1.58 -0.52 -0.74
*
```

Which is the most stable structure? #b is the most stable.

#a
C16H17N3O5 | ωB97M-V with the def2-TZVPD basis set

SMILES ... CC(C)Oc1ccc(C(=O)Nc2nnc(C3=COCCO3)o2)cc1
LUMO level ... 0.0165 Ha
HOMO energy ... -0.2932 Ha

```
! RIJCOSX wB97M-V def2-TZVPD def2/J DEFGRID3
* xyz 0 1
C -3.48 1.87 -3.20
C -2.58 3.01 -3.86
C -3.30 3.76 -4.97
O -1.38 2.41 -4.49
C -0.44 1.77 -3.79
C 0.25 0.62 -4.35
C 0.99 -0.11 -3.36
C 1.13 0.27 -1.99
C 1.84 -0.65 -1.05
O 1.68 -1.85 -1.10
N 2.53 -0.23 0.09
C 2.37 -0.69 1.31
N 2.69 0.19 2.18
N 2.46 -0.34 3.39
C 2.02 -1.56 3.26
C 1.52 -2.43 4.38
C 1.11 -3.78 4.24
O 0.41 -4.49 5.21
C 0.67 -4.00 6.50
C 0.54 -2.42 6.63
O 1.46 -1.79 5.64
O 1.93 -1.75 1.90
C 0.66 1.45 -1.57
C -0.13 2.23 -2.43
H -2.75 1.45 -2.48
H -4.32 2.49 -2.78
H -3.93 1.06 -3.81
H -2.24 3.69 -3.06
H -2.51 4.37 -5.51
H -3.81 4.53 -4.40
H -3.77 3.19 -5.82
H 0.15 0.36 -5.40
H 1.55 -1.02 -3.72
H 3.05 0.68 0.01
H 1.23 -4.17 3.23
H 0.13 -4.64 7.21
H 1.70 -4.29 6.61
H 0.80 -2.00 7.60
H -0.57 -2.19 6.44
H 0.73 1.75 -0.54
H -0.38 3.25 -2.12
*
```

#b
C16H17N3O5 | ωB97M-V with the def2-TZVPD basis set

SMILES ... CCOC(=O)NC(=O)CN1C(=O)N[C@@]2(CCc3ccccc32)C1=O
LUMO level ... 0.0234 Ha
HOMO energy ... -0.3477 Ha

```
! RIJCOSX wB97M-V def2-TZVPD def2/J DEFGRID3
* xyz 0 1
C 4.28 2.47 -1.13
C 4.79 1.44 -0.14
O 3.87 0.36 0.02
C 2.85 0.56 0.84
O 2.64 1.55 1.49
N 1.99 -0.53 0.90
C 2.05 -1.70 0.18
O 2.93 -2.00 -0.58
C 0.85 -2.62 0.47
N -0.41 -2.00 0.12
C -1.15 -2.39 -1.02
O -0.82 -3.23 -1.80
N -2.28 -1.64 -0.99
C -2.30 -0.67 0.07
C -3.59 -0.64 0.92
C -3.75 0.82 1.38
C -2.97 1.60 0.36
C -2.96 2.96 0.12
C -2.12 3.46 -0.86
C -1.30 2.62 -1.59
C -1.29 1.26 -1.35
C -2.14 0.77 -0.38
C -1.05 -1.05 0.85
O -0.66 -0.58 1.90
H 3.37 2.93 -0.75
H 5.03 3.24 -1.28
H 4.07 1.99 -2.08
H 5.71 0.97 -0.49
H 4.96 1.91 0.84
H 1.20 -0.40 1.54
H 0.85 -2.89 1.53
H 0.95 -3.52 -0.15
H -2.94 -1.63 -1.75
H -3.53 -1.33 1.76
H -4.42 -0.94 0.28
H -4.79 1.12 1.43
H -3.30 0.96 2.36
H -3.60 3.62 0.69
H -2.11 4.53 -1.06
H -0.65 3.03 -2.35
H -0.65 0.60 -1.92
*
```

Which is the most stable structure? #b is the most stable.